No. 1
47
Properties=species:S:1:pos:R:3 method="wB97M-V/def2-TZVPD" s_squared=3.7552 lumo_ev="0.29 / 0.29" e_above_lowest_kcal_mol=29.2 multiplicity=4 e_tot_ev=-48826.6354 charge=0 fmax_ev_per_a=2.3
H -1.05560 2.37137 -0.82699
H 1.90825 4.17685 -1.34547
H 0.12962 -2.62412 3.61154
C 2.03601 -1.84282 -0.91420
H -0.08491 0.47614 -3.08601
H 2.38003 0.70819 2.27660
H -0.19269 3.50464 0.54569
C 2.25223 -1.80869 -2.40012
H -1.00395 1.47789 2.53661
H 1.96995 -0.89754 3.03387
H 0.16191 0.20851 4.25493
O -0.21312 1.95401 -0.63296
H -2.22899 -1.75142 -2.84235
H -4.59125 0.14246 0.91936
H -0.63079 -1.80132 -3.62815
H -4.05228 -0.31386 -0.64809
H -1.28903 -1.72411 3.44710
H -1.69985 0.71137 -2.36225
H 3.22909 -1.50027 -2.77258
H 2.96035 -2.18400 -0.44807
O -2.53715 0.44069 0.62442
H 1.38156 2.73339 0.26128
O -0.48739 -2.18111 1.61639
H 2.31725 -2.85143 -2.71090
H 0.83516 1.75969 4.04046
C 0.60778 0.84595 3.49139
H -1.26909 -3.46043 3.06067
C -1.22413 -1.32911 -2.84516
C -1.13127 0.17270 -3.12030
H -3.68734 -1.33080 0.69102
H 2.70286 0.32844 3.93630
H 0.58560 3.48792 -2.27011
H 1.55657 -1.26116 -3.03601
V -0.48346 -0.31877 0.38887
O -0.79013 -1.59918 -1.48977
C 0.82673 4.04225 -1.36309
H 1.24555 -2.54955 -0.66163
C -3.73590 -0.28302 0.39453
C 0.46176 3.07554 -0.21305
O 1.72983 -0.58405 -0.45041
H 2.47121 -0.03374 -0.71327
H -1.19167 -2.42431 -1.20777
C 1.97013 0.18711 3.14179
C -0.73130 -2.51865 2.95140
O -0.15096 1.09763 2.31430
H 0.24992 4.96566 -1.41498
H -1.50709 0.30509 -4.13485

***

No. 2
52
Properties=species:S:1:pos:R:3 method="wB97M-V/def2-TZVPD" smiles="O=C(CN(Cc1ccc(F)cc1)C(=O)[C@H]1CSC(=O)C1)NC1CCCCC1" lumo_ev=0.37 e_above_lowest_kcal_mol=0.0 multiplicity=1 e_tot_ev=-43823.2452 charge=0 fmax_ev_per_a=0.8
H 3.10385 2.49700 -0.03754
C -1.21422 2.34432 -0.29906
H 3.35064 1.91714 -3.73909
H -0.05909 1.71685 -1.83377
H 3.46159 0.63454 -1.60136
N -2.09108 0.04749 -0.45654
H -1.73228 -2.56096 -0.30542
C 1.12091 3.01575 -0.66522
C -0.43439 -2.89249 -1.99254
S 1.32885 -2.52456 -2.28078
C 1.59791 -1.94262 -0.64396
C -0.87290 -2.08135 -0.77382
C 2.64538 1.33410 -1.78686
C -2.05338 -0.78779 1.89913
C -1.28961 0.20757 2.50146
C -2.85958 -0.48176 0.65892
C -1.36276 -2.34080 3.60989
H -3.60511 0.27397 0.91785
H -2.70004 -2.82951 2.02597
C -1.20176 -0.65151 -1.19438
N -0.10934 2.35126 -1.04594
H -1.27735 1.20488 2.08933
H -3.40129 -1.37928 0.33776
F 0.12208 -1.61372 5.28130
C 1.93686 3.38606 -3.03406
H -3.28320 1.76573 -0.47571
H 2.25408 4.15428 -3.74266
H 2.35687 4.63276 -1.33240
C -2.08982 -2.05482 2.46838
H -0.98197 -2.61668 -2.89140
H -2.32273 1.47756 -1.95280
C -0.54922 -0.06529 3.63726
H 0.90843 3.52476 0.28186
H 1.81272 0.75599 -2.19370
H -1.38699 -3.31965 4.06165
C -0.59365 -1.33959 4.17410
H 0.29278 -1.23176 0.88719
H 0.38868 -2.98828 0.74052
H 0.04947 0.69709 4.10892
O 2.65207 -1.54310 -0.24124
O -1.36576 2.96157 0.73924
H 1.91749 1.22260 0.24158
C 1.52091 4.04946 -1.72310
C 0.32665 -2.05485 0.17291
H 0.68512 4.73123 -1.89373
H -0.53115 -3.96352 -1.81434
C 2.23979 1.98763 -0.46817
C -2.32069 1.43044 -0.86042
H 3.94624 2.92642 -2.41817
H 1.08407 2.86468 -3.47389
C 3.07111 2.39324 -2.79749
O -0.65197 -0.15246 -2.16512